# 1
C16H34AlF3IO8 | ωB97M-V with the def2-TZVPD basis set

The geometry in XYZ format:
```
63
Properties=species:S:1:pos:R:3
O -4.22624 1.52974 -0.17227
C -3.21195 0.96632 -0.39025
I -2.48574 0.98380 -2.49978
C -2.29295 0.27135 0.46888
Al -0.59748 1.35572 1.01159
C 0.61871 -0.15875 1.61079
O 2.04712 0.18103 1.48147
C 2.89329 -0.81079 1.35072
F 2.79200 -1.76927 2.31357
F 4.15238 -0.34583 1.38937
F 2.77362 -1.49789 0.17806
H -2.82409 0.01454 1.39201
H -1.87733 -0.60754 -0.02020
H -0.97429 2.33176 2.24646
H 0.01019 2.16812 -0.23154
H 0.47196 -0.43416 2.66083
H 0.43599 -1.05957 1.01222
C 4.98174 -9.30511 -3.08003
O 5.26067 -7.93096 -2.98147
C 4.44838 -7.08939 -3.77877
C 3.80483 -5.97528 -2.98263
O 2.84814 -6.41703 -2.03894
C 3.30261 -6.90649 -0.78905
C 3.78543 -5.84457 0.17492
O 5.01456 -5.27789 -0.23052
C 5.08804 -3.86815 -0.12888
H 5.45667 -9.75691 -3.95930
H 5.37769 -9.78721 -2.18638
H 3.90426 -9.49472 -3.13071
H 3.66725 -7.67451 -4.27719
H 5.06664 -6.62414 -4.55774
H 3.23386 -5.37994 -3.70093
H 4.56159 -5.33137 -2.53273
H 4.05890 -7.68695 -0.90452
H 2.41381 -7.35332 -0.33538
H 3.91089 -6.33092 1.15311
H 3.01694 -5.07211 0.28506
H 4.13158 -3.39405 -0.36457
H 5.83755 -3.52436 -0.84149
H 5.39357 -3.55712 0.87520
C -4.27988 5.73485 4.21658
O -4.42404 6.72588 3.22676
C -3.21584 7.31306 2.78413
C -3.03238 7.21134 1.28430
O -2.83585 5.89497 0.82276
C -3.95880 5.04733 0.63946
C -4.82388 5.37500 -0.55381
O -5.53349 6.59901 -0.39944
C -5.51314 7.44591 -1.51844
H -4.17679 6.17196 5.21746
H -5.17733 5.11713 4.19668
H -3.41422 5.09438 4.02147
H -2.35802 6.84170 3.27601
H -3.21468 8.37868 3.05245
H -2.09225 7.72777 1.06339
H -3.83778 7.73003 0.75998
H -4.56763 4.96964 1.54369
H -3.53403 4.06066 0.44716
H -5.54375 4.55550 -0.66513
H -4.20716 5.40239 -1.45841
H -4.54263 7.42156 -2.02599
H -5.69852 8.46370 -1.17190
H -6.28871 7.18144 -2.24810
```

As for the orbital gap: 0.3021 Ha. As for the HOMO energy: -5.9 eV. As for the charge: -1. The value obtained for the electronic energy is -56372.250 eV. The calculation puts the lowest unoccupied orbital energy at 2.36 eV.

# 2
C8H13N2O2 | ωB97M-V with the def2-TZVPD basis set

The geometry in XYZ format:
```
25
Properties=species:S:1:pos:R:3
C 1.29228 0.06287 -0.11083
C 2.76709 0.97341 0.57354
C 2.23893 -1.03359 0.01285
C -0.90709 1.14888 -0.92412
C -0.73183 -1.32532 -0.40086
C -2.08653 1.31863 0.11176
C -1.97689 -1.21401 0.48712
C -0.02614 -0.01315 -0.54050
N 3.29621 -0.46944 0.96166
N -2.78222 -0.04475 0.09122
O 2.55702 -1.92426 -0.70805
O 3.55082 1.49300 -0.38053
H -1.31320 1.01746 -1.86841
H -0.47146 2.07152 -0.94472
H 0.02558 -2.03900 0.21822
H -1.05935 -1.67263 -1.43255
H -1.61679 1.42841 1.00711
H -2.57219 2.18947 -0.31932
H -2.50813 -2.05430 0.38600
H -1.76383 -0.92083 1.45859
H 3.34548 -0.47775 1.98730
H 4.31096 -0.53088 0.78370
H -3.67755 -0.10482 0.59681
H -3.22005 -0.32580 -0.84393
H 3.32888 2.44687 -0.20206
```

As for the orbital gap (alpha / beta): 0.2594 / 0.2594 Ha. As for the HOMO energy (alpha / beta): -10.4 / -10.4 eV. As for the charge: +1. The value obtained for the electronic energy is -15569.216 eV. The calculation puts the lowest unoccupied orbital energy (alpha / beta) at -3.38 / -3.38 eV.

# 3
C3H7DyFO2 | ωB97M-V with the def2-TZVPD basis set

The geometry in XYZ format:
```
14
Properties=species:S:1:pos:R:3
O -1.46165 0.23127 0.65579
Dy -0.81330 2.35965 1.35284
F -0.31116 4.27330 1.90588
C 1.66607 0.42617 -0.74385
O 0.66512 -0.03320 0.15655
C -0.50713 -0.59791 -0.41932
C -1.19531 -1.57272 0.47177
H 2.55248 0.66704 -0.15127
H 1.89205 -0.38346 -1.45315
H 1.30799 1.29392 -1.31360
H -0.97197 -1.66446 1.55269
H -0.28796 -0.83989 -1.46625
H -1.64531 -1.55256 -0.80169
H -0.88993 -2.60715 0.25361
```

As for the orbital gap (alpha / beta): 0.2919 / 0.2453 Ha. As for the HOMO energy (alpha / beta): -18.6 / -18.5 eV. As for the charge: +2. As for the multiplicity: 7. The value obtained for the electronic energy is -34094.188 eV. The calculation puts the lowest unoccupied orbital energy (alpha / beta) at -10.70 / -11.84 eV.

# 4
C5H8O2 | ωB97M-V with the def2-TZVPD basis set

The geometry in XYZ format:
```
15
Properties=species:S:1:pos:R:3
C 1.91961 0.23039 0.32962
C 0.49410 0.25492 -0.17185
C -2.26785 1.45440 0.43296
O -1.92866 0.23735 0.73737
C -0.60375 -0.31292 0.66970
C -0.23407 -0.98304 -0.61848
O -1.08899 -0.79385 -1.70023
H 2.10754 1.06604 1.01211
H 2.14156 -0.69794 0.86786
H 2.62289 0.30712 -0.50610
H 0.22595 1.11634 -0.78005
H -1.32395 1.99194 0.14214
H -0.36557 -0.79656 1.61218
H 0.26607 -1.95210 -0.57136
H -1.96489 -1.12211 -1.45587
```

As for the orbital gap: 0.3440 Ha. As for the HOMO energy: -8.6 eV. As for the charge: 0. The value obtained for the electronic energy is -9405.193 eV. The calculation puts the lowest unoccupied orbital energy at 0.72 eV.

# 5
C21H15ClN2ORu | ωB97M-V with the def2-TZVPD basis set

The geometry in XYZ format:
```
41
Properties=species:S:1:pos:R:3
Ru 0.60609 -0.23866 0.87587
C 2.97966 1.57077 1.76286
C 2.91624 0.28864 2.42539
C 1.64155 0.05525 2.89826
C 0.82604 1.15446 2.44688
C 1.72937 2.09518 1.76352
H 3.84284 1.96445 1.25109
H 3.73953 -0.40550 2.51335
H 1.37882 -0.71715 3.60449
H -0.11343 1.46558 2.88100
H 1.39427 3.00312 1.28506
Cl 3.24793 0.62708 -5.88826
C 2.90000 0.31513 -4.22383
C 3.96604 0.00636 -3.35081
C 3.73105 -0.24481 -2.03178
C 2.41704 -0.18532 -1.48908
O 2.29363 -0.39233 -0.21798
C 1.34805 0.09992 -2.38167
C -0.01273 0.05709 -2.00772
N -0.49595 -0.14554 -0.80576
C -1.90229 -0.30312 -0.62897
C -2.86662 -0.28097 -1.60617
C -4.22352 -0.47927 -1.27400
C -4.60890 -0.71091 0.01513
C -3.63770 -0.74518 1.04221
C -3.95016 -0.99158 2.39764
C -2.95264 -1.00833 3.33042
C -1.63298 -0.76684 2.91447
N -1.30452 -0.54253 1.65643
C -2.29007 -0.53500 0.70882
C 1.62413 0.34891 -3.75656
H 4.97186 -0.03171 -3.74629
H 4.54132 -0.48953 -1.35944
H -0.71551 0.16247 -2.82694
H -2.62931 -0.12337 -2.64753
H -4.95618 -0.45259 -2.06807
H -5.64756 -0.87344 0.26967
H -4.98009 -1.16467 2.68207
H -3.14848 -1.19461 4.37568
H -0.82916 -0.75424 3.63752
H 0.80234 0.56277 -4.42696
```

As for the orbital gap (alpha / beta): 0.2300 / 0.2385 Ha. As for the HOMO energy (alpha / beta): -10.9 / -10.9 eV. As for the charge: +1. As for the multiplicity: 2. The value obtained for the electronic energy is -42145.981 eV. The calculation puts the lowest unoccupied orbital energy (alpha / beta) at -4.63 / -4.40 eV.

# 6
CH5N3 | ωB97M-V with the def2-TZVPD basis set

The geometry in XYZ format:
```
9
Properties=species:S:1:pos:R:3
C -0.02131 0.08072 -0.05114
H 1.99080 -0.66658 -0.33495
H 0.63182 -1.82929 0.45569
H -1.56326 -1.24242 0.02985
H -2.02448 0.45777 0.26823
H 1.38419 1.36818 0.12174
N 0.97014 -0.86270 0.00701
N -1.33605 -0.25991 -0.07207
N 0.32431 1.32661 0.03167
```

As for the orbital gap: 0.3382 Ha. As for the HOMO energy: -8.5 eV. As for the charge: 0. The value obtained for the electronic energy is -5587.821 eV. The calculation puts the lowest unoccupied orbital energy at 0.73 eV.

What is the charge in the third record? +2

Look up the charge of the third one. +2

Which formula does entry 5 have? C21H15ClN2ORu